C26H26BrClFO4PS in the gas phase at a distorted geometry. Source: the Open Molecules 2025 dataset; level of theory: ωB97M-V/def2-TZVPD.

ORCA input file:
```
! wB97M-V def2-TZVPD RIJCOSX def2/J DEFGRID3
* xyz 0 1
C 2.7875 2.4662 1.9549
C 3.3548 2.6290 0.8786
C 3.7630 3.1854 -0.5367
C 2.5931 2.9910 -1.6291
C 2.8245 1.6704 -2.5410
C 1.9168 0.4918 -1.9983
C 0.4242 0.7764 -1.9881
F -0.0806 2.0094 -2.4378
C -0.5460 -0.2204 -1.4650
C -0.0023 -1.5555 -0.9702
C 1.4656 -1.8924 -0.9608
C 1.9903 -3.2785 -0.3957
C 2.6954 -2.9271 1.0182
C 2.6916 -4.2534 1.8958
C 2.4510 -0.8548 -1.5072
P 4.2960 -1.0993 -1.6285
O 4.8152 -2.6669 -1.3420
O 4.7213 -0.7706 -3.2478
S 5.3030 0.0487 -0.4279
C -1.1227 -2.5447 -0.4261
O -1.1581 -3.7382 -0.6615
C -2.2557 -1.8220 0.4311
C -2.7608 -2.4625 1.7082
Br -2.0113 -4.1654 2.3645
C -3.8291 -1.7137 2.4454
C -4.3737 -0.3822 1.9571
C -5.4705 0.2756 2.9070
C -3.8796 0.2770 0.6769
C -4.4383 1.6492 0.1544
Cl -6.2891 1.7019 0.0997
C -3.8322 2.8307 1.0700
C -3.5192 4.0630 0.0762
C -2.7982 -0.4898 -0.0600
C -2.1153 0.0471 -1.3885
O -2.7117 0.5843 -2.3040
H 2.2982 2.4846 2.9653
H 3.9473 4.3038 -0.4743
H 4.7390 2.7100 -0.8410
H 2.6326 3.9192 -2.2790
H 1.6321 2.9543 -1.0427
H 3.9301 1.4621 -2.4925
H 2.4854 1.9197 -3.5955
H 1.1541 -3.9942 -0.1363
H 2.6785 -3.8203 -1.1044
H 2.1121 -2.0793 1.5155
H 3.7511 -2.5461 0.8984
H 3.3947 -4.9877 1.3792
H 3.0474 -4.0780 2.9638
H 1.6232 -4.6367 1.9251
H 5.0172 -3.1266 -2.1922
H 3.9157 -0.6962 -3.8004
H -4.2039 -2.1784 3.4080
H -5.1217 0.1341 3.9818
H -6.4820 -0.2309 2.8166
H -5.5109 1.3839 2.7159
H -4.1180 1.9006 -0.9039
H -4.4976 3.1135 1.9335
H -2.8079 2.4453 1.3970
H -2.6063 3.7578 -0.5361
H -4.3791 4.0773 -0.6735
H -3.3892 5.0454 0.6101
*
```

Calculated values
HOMO-LUMO gap = 7.5 eV
SMILES = C#CCCCc1c(F)c2c(c(CCC)c1P(O)(O)=S)C(=O)c1c(Br)cc(C)c([C@@H](Cl)CC)c1C2=O
highest occupied orbital energy = -0.32524 Eh